Record 1
A single C4H4O molecule. Source: the Open Molecules 2025 dataset; level of theory: ωB97M-V with the def2-TZVPD basis set.

XYZ file:
```
9
Properties=species:S:1:pos:R:3:nbo_charge:R:1
C 0.04959 -0.58828 0.86856 -0.6911
C 1.01736 0.07687 -0.11082 0.5243
O 2.21008 -0.07584 -0.09494 -0.4894
C 0.21190 0.83091 -1.07404 -0.1325
C -0.94034 1.01000 -1.38464 -0.1474
H 0.06911 -1.66136 0.66261 0.2412
H -0.96069 -0.22096 0.70501 0.2194
H 0.34423 -0.40372 1.90105 0.2384
H -2.00124 1.03238 -1.47279 0.2370
```

Relative energy (zero: lowest compared OMol25 entry of this formula, charge and spin) = 46.6 kcal per mole
SMILES = C#CC(C)=O
Gap between HOMO and LUMO = 10.74 eV
LUMO energy = 0.4 eV
Net charge = 0

---

Record 2
2 unconnected molecules or ions with the total composition C4H4O2 at a distorted geometry. Source: the Open Molecules 2025 dataset; level of theory: ωB97M-V with the def2-TZVPD basis set.

XYZ file:
```
10
Properties=species:S:1:pos:R:3:nbo_charge:R:1
O 1.63251 1.92079 -1.06876 -0.5155
C 1.60353 1.01223 -0.33873 1.0180
O 1.66926 0.12171 0.40465 -0.5093
C -0.26959 -1.30831 0.97461 -0.4423
C -1.03036 -0.60992 0.17465 0.0845
C -1.28138 0.35173 -0.67558 -0.5029
H -0.39878 0.95963 -0.87314 0.1899
H 0.35923 -2.10902 0.59401 0.2247
H -0.10670 -1.00296 2.00527 0.2244
H -2.17772 0.66410 -1.19699 0.2286
```

Relative energy (zero: lowest compared OMol25 entry of this formula, charge and spin) = 27.8 kcal per mole
SMILES = C=C=C.O=C=O
Gap between HOMO and LUMO = 10.25 eV
LUMO energy = 0.6 eV
Net charge = 0

---

Record 3
A single C4H4O2 molecule. Source: the Open Molecules 2025 dataset; level of theory: ωB97M-V with the def2-TZVPD basis set.

XYZ file:
```
10
Properties=species:S:1:pos:R:3:nbo_charge:R:1
O -2.26464 -0.35459 0.02250 -0.6969
C -1.12174 0.39677 -0.26441 -0.1459
C 0.13589 -0.44457 -0.05579 0.4908
O 0.04742 -1.64860 -0.19102 -0.5054
C 1.43511 0.13990 0.27162 -0.1448
C 2.55558 0.44945 0.59624 -0.1164
H -2.09842 -1.25209 -0.30394 0.4851
H -1.13901 1.29394 0.35973 0.2018
H -1.10725 0.72351 -1.31977 0.1897
H 3.55707 0.69627 0.88485 0.2421
```

Relative energy (zero: lowest compared OMol25 entry of this formula, charge and spin) = 44.1 kcal per mole
SMILES = C#CC(=O)CO
Gap between HOMO and LUMO = 10.51 eV
LUMO energy = 0.0 eV
Net charge = 0

---

Record 4
2 unconnected molecules or ions with the total composition C4H4O2. Source: the Open Molecules 2025 dataset; level of theory: ωB97M-V with the def2-TZVPD basis set.

XYZ file:
```
10
Properties=species:S:1:pos:R:3:nbo_charge:R:1
O -2.37099 0.00117 0.04491 -0.4789
C -1.35921 -0.61275 0.05374 0.6606
O -0.13659 0.04291 0.22259 -0.4854
C 0.24958 2.02946 -0.27151 -0.2839
C 0.95397 -0.70427 0.14975 0.2893
C 1.92028 -1.41030 0.08879 -0.2925
H -1.21401 -1.69651 -0.05906 0.1459
H -0.63586 2.01128 -0.94506 0.0954
H -0.20895 2.34659 0.69007 0.0982
H 2.80179 -2.00758 0.02578 0.2514
```

Relative energy (zero: lowest compared OMol25 entry of this formula, charge and spin) = 155.3 kcal per mole
Gap between HOMO and LUMO = 9.25 eV
LUMO energy = 0.3 eV
Net charge = 0

---

Record 5
A single C4H4O2 molecule at a distorted geometry. Source: the Open Molecules 2025 dataset; level of theory: ωB97M-V with the def2-TZVPD basis set.

XYZ file:
```
10
Properties=species:S:1:pos:R:3:nbo_charge:R:1
C 0.93261 0.31655 0.02792 0.7967
C -0.08941 -0.73045 0.33248 -0.6034
C -1.46566 -0.35068 -0.00278 -0.0217
C -2.25757 0.51600 -0.40229 -0.1697
H 2.62643 0.50814 -0.72089 0.4912
H 0.20416 -1.75591 -0.04653 0.2593
H 0.03552 -0.96875 1.47248 0.2707
H -2.92317 1.25880 -0.55293 0.2197
O 2.10922 -0.24396 -0.45285 -0.6896
O 0.82787 1.45027 0.34540 -0.5534
```

Relative energy (zero: lowest compared OMol25 entry of this formula, charge and spin) = 36.9 kcal per mole
SMILES = C#CCC(=O)O
Gap between HOMO and LUMO = 10.87 eV
LUMO energy = 0.7 eV
Net charge = 0

---

Record 6
A single C4H4O2 molecule. Source: the Open Molecules 2025 dataset; level of theory: ωB97M-V with the def2-TZVPD basis set.

XYZ file:
```
10
Properties=species:S:1:pos:R:3:nbo_charge:R:1
O 0.57079 -1.29029 0.93842 -0.6184
C 0.20108 -0.29196 0.14115 0.2220
C 1.26234 0.28458 -0.69887 0.3268
O 2.37273 -0.21403 -0.69774 -0.5473
C -1.08450 0.25863 0.13011 -0.3967
C -2.33608 0.41752 0.36836 -0.1682
H 1.54317 -1.35968 0.83436 0.5068
H -0.35462 1.17261 0.41669 0.3187
H 0.97332 1.13250 -1.34438 0.1484
H -3.17310 -0.08521 -0.10402 0.2079
```

Relative energy (zero: lowest compared OMol25 entry of this formula, charge and spin) = 111.7 kcal per mole
Gap between HOMO and LUMO (alpha / beta) = 7.32 / 7.35 eV
LUMO energy (alpha / beta) = -0.9 / -0.9 eV
Net charge = 0

---

Record 7
A single C4H4O2 molecule at a distorted geometry. Source: the Open Molecules 2025 dataset; level of theory: ωB97M-V with the def2-TZVPD basis set.

XYZ file:
```
10
Properties=species:S:1:pos:R:3:nbo_charge:R:1
C 1.59506 -0.64460 1.14438 0.7695
C 0.54177 -1.71697 -0.72175 0.4396
C 0.64864 -0.53263 0.24769 -0.4383
C -0.27347 0.64208 0.18377 -0.6310
O 2.40497 -0.73593 1.98104 -0.4150
O -0.23539 -2.17021 -1.54857 -0.5260
H 1.45719 -2.31033 -0.58375 0.0898
H -0.98334 0.30202 -0.61297 0.2518
H -0.03170 1.60850 -0.26358 0.2313
H -0.53392 0.75470 1.28124 0.2283
```

Relative energy (zero: lowest compared OMol25 entry of this formula, charge and spin) = 32.3 kcal per mole
SMILES = CC(=C=O)C=O
Gap between HOMO and LUMO = 9.82 eV
LUMO energy = 0.2 eV
Net charge = 0

---

Record 8
A single C4H4O2 molecule at a distorted geometry. Source: the Open Molecules 2025 dataset; level of theory: ωB97M-V with the def2-TZVPD basis set.

XYZ file:
```
10
Properties=species:S:1:pos:R:3:nbo_charge:R:1
O -0.81031 -1.10787 1.81029 -0.6276
C -0.72449 -0.15247 1.06045 0.6906
O -1.55979 -0.01840 -0.05053 -0.4920
C -0.29235 -0.52511 -0.55170 0.0490
C 0.44824 0.73039 -0.94495 -0.3907
C 0.52186 0.37919 0.50961 -0.2588
H -0.24934 -1.56712 -0.06094 0.2964
H 1.39907 0.66855 -1.46649 0.2423
H -0.18027 1.56957 -1.25558 0.2544
H 1.44739 0.02327 0.94983 0.2364
```

Relative energy (zero: lowest compared OMol25 entry of this formula, charge and spin) = 86.8 kcal per mole
Gap between HOMO and LUMO = 10.98 eV
LUMO energy = 0.9 eV
Net charge = 0

---

Record 9
A single C4H4O2 molecule at a distorted geometry. Source: the Open Molecules 2025 dataset; level of theory: ωB97M-V with the def2-TZVPD basis set.

XYZ file:
```
10
Properties=species:S:1:pos:R:3:nbo_charge:R:1
C 2.87979 -0.13076 -0.12856 0.5000
C 0.50692 0.41375 0.50272 -0.0160
C 1.88009 0.35712 0.48729 -0.0761
C -1.94475 -0.16495 -0.35465 -0.2460
O 3.91708 -0.49032 -0.47762 -0.4072
O -0.34048 -0.15679 -0.39973 -0.5384
H 0.14824 0.80912 1.47409 0.1767
H -2.39186 0.84301 -0.05235 0.2003
H -2.33536 -0.91776 0.33340 0.1909
H -2.31967 -0.56242 -1.38457 0.2158
```

Relative energy (zero: lowest compared OMol25 entry of this formula, charge and spin) = 57.2 kcal per mole
Gap between HOMO and LUMO (alpha / beta) = 6.97 / 7.10 eV
LUMO energy (alpha / beta) = 0.8 / -2.3 eV
Net charge = 0
Expectation value of S² = 2.016
2S+1 = 3

---

Record 10
A single C4H4O2 molecule at a distorted geometry. Source: the Open Molecules 2025 dataset; level of theory: ωB97M-V with the def2-TZVPD basis set.

XYZ file:
```
10
Properties=species:S:1:pos:R:3:nbo_charge:R:1
C -1.21036 2.86736 -1.19190 -0.1246
C -0.52787 1.89384 -1.15599 0.4152
C -0.38542 0.15859 0.22780 0.5022
C 0.37535 -1.17101 0.65552 -0.6955
O 0.09831 0.81100 -0.95592 -0.3704
O -1.16192 0.74084 0.90094 -0.6290
H -1.75590 3.82210 -1.24077 0.2531
H -0.40925 -1.78288 1.00454 0.2316
H 1.21099 -0.93394 1.42433 0.2017
H 0.89336 -1.69388 -0.14827 0.2157
```

Relative energy (zero: lowest compared OMol25 entry of this formula, charge and spin) = 107.9 kcal per mole
Gap between HOMO and LUMO (alpha / beta) = 5.04 / 6.44 eV
LUMO energy (alpha / beta) = 0.8 / -3.8 eV
Net charge = 0
Expectation value of S² = 2.006
2S+1 = 3